This record from the Open Molecules 2025 dataset describes 5 unconnected molecules or ions with the total composition C18H32Cl2N4 at a distorted geometry. The level of theory is ωB97M-V with the def2-TZVPD basis set.

LUMO (spin up / spin down)	-2.93 / -10.46	eV
net charge	+1
energy	-1844.0084	Ha
frontier orbital gap (spin up / spin down)	10.3 / 2.7	eV
spin multiplicity	2

CARTESIAN COORDINATES (ANGSTROEM)
1 Cl -0.4612 -1.8810 1.6199
2 C 0.0754 -1.2266 0.0744
3 C 1.0343 -2.2318 -0.6735
4 Cl 0.1451 -3.6432 -1.1653
5 H 0.6899 -0.3566 0.3057
6 H -0.7681 -1.0003 -0.5779
7 H 1.8861 -2.4833 -0.0416
8 H 1.4501 -1.9588 -1.6434
9 C 6.6741 0.7787 -1.4454
10 C 5.3672 0.3293 -2.1515
11 C 4.1199 0.8569 -1.3429
12 C 2.8384 0.6699 -1.9627
13 N 1.7849 0.6429 -2.4826
14 H 7.5786 0.6610 -2.0421
15 H 6.7426 0.1601 -0.5506
16 H 6.5642 1.8201 -1.1428
17 H 5.3322 -0.7478 -2.3150
18 H 5.3002 0.7772 -3.1429
19 H 4.2309 1.8964 -1.0344
20 H 3.9573 0.3092 -0.4146
21 C -3.1484 -3.3537 -3.0701
22 C -3.4635 -2.0207 -2.4130
23 C -4.5718 -1.1978 -3.0669
24 C -5.9014 -1.7175 -2.6258
25 N -6.8899 -2.1428 -2.2680
26 H -4.0356 -3.9860 -3.1051
27 H -2.4742 -3.8154 -2.3486
28 H -2.5927 -3.2242 -3.9988
29 H -2.5806 -1.3839 -2.4690
30 H -3.5734 -2.1433 -1.3355
31 H -4.5393 -1.2954 -4.1521
32 H -4.5241 -0.1107 -3.0031
33 C 0.3448 -1.4448 4.7383
34 C 0.5450 0.0462 4.8501
35 C 0.3229 0.9622 3.6092
36 C 1.3835 0.9981 2.5831
37 N 2.2091 1.0328 1.7704
38 H -0.6672 -1.7905 4.5275
39 H 0.6709 -1.9070 5.6701
40 H 0.9735 -1.7255 3.8933
41 H 1.5638 0.2194 5.1968
42 H -0.0839 0.3182 5.6978
43 H 0.1060 1.9960 3.8782
44 H -0.6366 0.6620 3.1880
45 C -2.1116 3.5247 1.7597
46 C -1.2728 2.6590 0.8706
47 C -1.6636 2.6086 -0.6027
48 C -2.9622 1.8819 -0.7945
49 N -3.9560 1.2787 -0.9711
50 H -1.9127 4.5953 1.7097
51 H -1.7337 3.4257 2.7773
52 H -3.1461 3.1885 1.6902
53 H -1.0502 1.6615 1.2495
54 H -0.2757 3.0936 0.9422
55 H -0.9959 2.1162 -1.3098
56 H -1.8987 3.6186 -0.9387

---

This record from the Open Molecules 2025 dataset describes a molecular structure, C18H32F10NbNi at a distorted geometry. The level of theory is ωB97M-V with the def2-TZVPD basis set.

LUMO (spin up / spin down)	-6.39 / -6.35	eV
net charge	+1
energy	-3268.3090	Ha
frontier orbital gap (spin up / spin down)	5.0 / 5.0	eV
spin multiplicity	3

CARTESIAN COORDINATES (ANGSTROEM)
1 C 6.2636 2.7158 1.7802
2 C 6.7361 1.2673 1.6290
3 C 6.9157 0.8263 0.1753
4 C 5.6730 0.9814 -0.7065
5 C 4.7901 -0.2644 -0.7244
6 C 3.5830 -0.1190 -1.6471
7 C 2.8662 -1.4214 -2.0403
8 C 2.8466 -2.5218 -0.9822
9 C 1.9256 -2.2581 0.2146
10 C 0.5217 -1.7786 -0.1646
11 C -0.5272 -2.1281 0.9047
12 C -1.2671 -0.9826 1.5252
13 Nb -2.9935 -1.0098 0.0438
14 C -4.1700 -0.8350 1.9635
15 C -4.4620 0.6134 2.3209
16 F -3.9170 0.9080 3.5810
17 C -4.7401 -0.6514 -1.4456
18 F -5.3040 -1.8992 -1.6205
19 F -4.2076 -0.2409 -2.6621
20 C -5.9598 0.2861 -1.2778
21 F -6.8719 0.0524 -2.2546
22 F -6.5714 0.0522 -0.0715
23 C -5.6408 1.8101 -1.3746
24 F -5.6624 2.2119 -2.6607
25 F -4.4482 2.1102 -0.8195
26 C -6.6832 2.7072 -0.6525
27 F -6.5388 3.9844 -0.9544
28 F -6.7321 2.5692 0.6607
29 F -7.9698 2.3635 -1.1151
30 H 6.6294 3.1516 2.7108
31 H 6.6428 3.3366 0.9633
32 H 5.1751 2.8011 1.7904
33 H 7.6992 1.1622 2.1368
34 H 6.0478 0.5929 2.1507
35 H 7.7355 1.4175 -0.2465
36 H 7.2410 -0.2187 0.1501
37 H 5.9796 1.1933 -1.7366
38 H 5.0730 1.8293 -0.3663
39 H 5.3935 -1.1303 -1.0144
40 H 4.4380 -0.4488 0.2989
41 H 2.8731 0.5844 -1.1979
42 H 3.9311 0.3666 -2.5658
43 H 1.8359 -1.1810 -2.3177
44 H 3.3331 -1.8153 -2.9479
45 H 3.8570 -2.6990 -0.6099
46 H 2.5285 -3.4582 -1.4540
47 H 1.8302 -3.1974 0.7725
48 H 2.3938 -1.5493 0.9050
49 H 0.5183 -0.6969 -0.3151
50 H 0.2421 -2.2234 -1.1200
51 H -0.0922 -2.6695 1.7570
52 H -1.2402 -2.8609 0.4650
53 H -0.7033 -0.0505 1.5596
54 H -1.6420 -1.1884 2.5266
55 H -3.0910 -2.8424 -0.0591
56 H -1.7410 -1.1522 -1.2784
57 H -2.3898 0.7234 -0.1112
58 H -3.6296 -1.2713 2.8034
59 H -5.0742 -1.4376 1.8280
60 H -5.5389 0.7796 2.3812
61 H -4.0265 1.3490 1.6323
62 Ni -9.6841 3.4542 -1.1157

---

This record from the Open Molecules 2025 dataset describes C18H32N2O6 in the gas phase. The level of theory is ωB97M-V with the def2-TZVPD basis set.

LUMO	0.42	eV
energy above the lowest of the compared OMol25 structures with the same formula, charge and spin	7.6	kcal per mole
energy	-1266.0651	Ha
frontier orbital gap	9.5	eV
SMILES	CCOC(=O)CNC(=O)[C@@H]1CCCN(C(=O)[C@@H](O)[C@@H](OC)C(C)C)CC1

CARTESIAN COORDINATES (ANGSTROEM)
1 C 6.3118 -7.1896 3.2033
2 C 5.3583 -7.2928 4.3667
3 O 4.5544 -6.0919 4.3743
4 C 3.6348 -6.0176 5.3479
5 O 3.4637 -6.8703 6.1749
6 C 2.8374 -4.7347 5.3057
7 N 3.0812 -3.9391 4.1275
8 C 2.1393 -3.0875 3.6488
9 O 1.0711 -2.9313 4.2221
10 C 2.5057 -2.3642 2.3655
11 C 2.6285 -0.8393 2.5642
12 C 1.5236 -0.0954 3.3206
13 C 0.0916 -0.3593 2.8271
14 N 0.0082 -0.8508 1.4569
15 C 0.1789 -0.0803 0.3446
16 O 0.3777 -0.5659 -0.7540
17 C 0.0697 1.4405 0.5304
18 O 0.7187 2.1080 -0.5280
19 C -1.4184 1.8317 0.5947
20 O -1.5699 3.1716 1.0337
21 C -1.4865 3.3288 2.4283
22 C -2.1839 1.6507 -0.7222
23 C -1.9863 2.8035 -1.7061
24 C -3.6709 1.4763 -0.4150
25 C 0.1284 -2.2965 1.2950
26 C 1.5775 -2.7633 1.2044
27 H 6.9369 -8.0815 3.1630
28 H 5.7695 -7.1091 2.2615
29 H 6.9620 -6.3213 3.3078
30 H 4.6916 -8.1503 4.2813
31 H 5.8761 -7.3650 5.3228
32 H 1.7790 -4.9857 5.3605
33 H 3.0718 -4.1896 6.2249
34 H 3.9404 -4.0782 3.6259
35 H 3.5036 -2.7040 2.0712
36 H 3.5686 -0.6364 3.0841
37 H 2.7366 -0.4056 1.5654
38 H 1.5626 -0.3420 4.3825
39 H 1.7587 0.9711 3.2439
40 H -0.3514 -1.1299 3.4521
41 H -0.5197 0.5350 2.9446
42 H 0.5294 1.7181 1.4814
43 H 1.5144 2.5288 -0.1975
44 H -1.8829 1.1655 1.3371
45 H -1.6646 4.3794 2.6483
46 H -2.2421 2.7222 2.9422
47 H -0.4987 3.0587 2.8234
48 H -1.8080 0.7328 -1.1822
49 H -2.3405 3.7390 -1.2719
50 H -0.9430 2.9234 -1.9831
51 H -2.5676 2.6077 -2.6091
52 H -4.0562 2.3588 0.1014
53 H -4.2434 1.3518 -1.3351
54 H -3.8523 0.6032 0.2156
55 H -0.3760 -2.7647 2.1385
56 H -0.3831 -2.5756 0.3752
57 H 2.0051 -2.3506 0.2881
58 H 1.5837 -3.8522 1.0979

---

This record from the Open Molecules 2025 dataset describes a molecular structure, C18H32N5NdO9PS at a distorted geometry. The level of theory is ωB97M-V with the def2-TZVPD basis set.

LUMO (spin up / spin down)	-2.19 / -2.18	eV
energy above the lowest of the compared OMol25 structures with the same formula, charge and spin	37.3	kcal per mole
net charge	+1
energy	-2956.9465	Ha
frontier orbital gap (spin up / spin down)	9.6 / 9.6	eV
spin multiplicity	4

CARTESIAN COORDINATES (ANGSTROEM)
1 Nd 0.5871 -0.3557 -0.5967
2 C -3.5060 -5.8613 -0.1474
3 C -3.2201 -4.3979 -0.1951
4 C -1.9148 -3.9413 -0.0275
5 C -1.6374 -2.5874 -0.0040
6 C -2.6629 -1.6782 -0.2237
7 C -3.9673 -2.1094 -0.3948
8 C -4.2455 -3.4670 -0.3489
9 S -2.2560 0.0666 -0.2971
10 O -3.4376 0.8551 0.0288
11 O -1.2242 0.2661 0.7676
12 N -1.4783 0.5027 -1.5795
13 C -1.7639 -0.2059 -2.8284
14 C -0.4306 -0.9402 -3.0893
15 O 0.2787 -0.6112 -4.0374
16 O -0.0689 -1.7228 -2.1479
17 H -2.5949 -6.4313 -0.2987
18 H -4.2243 -6.1471 -0.9098
19 H -3.9215 -6.1230 0.8260
20 H -1.1033 -4.6443 0.0878
21 H -0.6083 -2.2467 0.2034
22 H -4.7453 -1.3761 -0.5482
23 H -5.2652 -3.8155 -0.4330
24 H -1.9882 0.5041 -3.6277
25 H -2.5925 -0.9098 -2.7176
26 N 0.7319 -1.1800 2.1484
27 C 1.0971 0.2246 2.4129
28 C 1.2388 0.5943 3.8946
29 C 1.4753 2.0949 4.1277
30 C 0.7218 3.0520 3.1921
31 N -0.7048 2.7618 3.1032
32 C -1.4686 2.7022 2.0133
33 N -0.9972 3.0341 0.8030
34 N -2.7661 2.4167 2.1229
35 C 2.3323 0.5268 1.4962
36 O 3.0313 1.5016 1.7208
37 O 2.4540 -0.2945 0.5323
38 H -0.0893 -1.4358 2.6971
39 H 1.5073 -1.7673 2.4607
40 H 0.2872 0.8419 2.0112
41 H 2.0726 0.0533 4.3454
42 H 0.3192 0.2819 4.4024
43 H 2.5331 2.3013 3.9651
44 H 1.2434 2.3257 5.1692
45 H 1.1827 2.9899 2.2054
46 H 0.8562 4.0743 3.5646
47 H -1.1517 2.5995 3.9963
48 H -0.0120 3.1777 0.6351
49 H -1.5741 2.8256 0.0009
50 H -3.1384 2.1508 3.0210
51 H -3.2339 1.9887 1.3085
52 C 2.6270 1.2355 -5.0765
53 O 2.7230 1.6701 -3.7110
54 P 1.6889 1.0617 -2.6505
55 O 2.0723 1.9834 -1.3218
56 C 3.3272 2.6777 -1.1185
57 O 2.4266 -0.3876 -2.2449
58 C 3.8483 -0.6122 -2.3043
59 H 3.6461 1.1018 -5.4398
60 H 2.1231 2.0056 -5.6610
61 H 2.0729 0.3004 -5.1451
62 H 3.1144 3.7467 -1.0985
63 H 4.0250 2.4573 -1.9233
64 H 3.7400 2.3542 -0.1605
65 H 3.9998 -1.6413 -2.6306
66 H 4.2784 -0.4778 -1.3097
67 H 4.3299 0.0599 -3.0151

---

This record from the Open Molecules 2025 dataset describes a molecular structure, C18H32OPSbSe4V. The level of theory is ωB97M-V with the def2-TZVPD basis set.

LUMO (spin up / spin down)	4.36 / 4.16	eV
energy above the lowest of the compared OMol25 structures with the same formula, charge and spin	3.2	kcal per mole
net charge	-2
energy	-11911.8429	Ha
frontier orbital gap (spin up / spin down)	5.2 / 5.6	eV
spin multiplicity	4

CARTESIAN COORDINATES (ANGSTROEM)
1 V -1.6051 1.2143 0.5016
2 Se -3.0599 2.9519 -1.8952
3 Sb -2.8299 4.3439 0.0819
4 Se -0.6478 3.4804 1.0061
5 Se -3.3808 0.4782 1.7394
6 Se -2.8007 6.7840 -0.0400
7 C -0.8137 1.1824 4.4286
8 C -0.5219 -0.1342 3.7111
9 P 0.0484 0.1752 1.9980
10 C 1.6265 1.1025 2.2438
11 C 2.6932 0.4625 3.1270
12 C 0.5710 -1.4527 1.3374
13 C 0.9974 -2.5171 2.3428
14 H -1.2775 0.9939 5.3995
15 H -1.5024 1.7833 3.8328
16 H 0.0912 1.7715 4.5989
17 H -1.4646 -0.6721 3.5787
18 H 0.1716 -0.7594 4.2795
19 H 1.3286 2.0810 2.6277
20 H 2.0290 1.3060 1.2486
21 H 2.2897 0.1872 4.1041
22 H 3.5301 1.1445 3.2975
23 H 3.0965 -0.4417 2.6679
24 H 1.3517 -1.2479 0.5977
25 H -0.2788 -1.7990 0.7540
26 H 1.8184 -2.1846 2.9783
27 H 1.3197 -3.4280 1.8316
28 H 0.1675 -2.7837 2.9991
29 C 2.9905 1.3461 -1.3794
30 C 1.4830 1.2717 -1.5967
31 C 0.9857 2.4482 -2.4407
32 C 1.0081 -0.0323 -2.1929
33 C 1.7569 -0.7263 -3.1332
34 C 1.2786 -1.8799 -3.7384
35 C 0.0054 -2.3256 -3.4108
36 C -0.7918 -1.6653 -2.4857
37 C -2.2034 -2.1550 -2.2213
38 C -2.4327 -2.6253 -0.7832
39 C -3.2625 -1.1252 -2.6226
40 C -0.2769 -0.5138 -1.8367
41 O -0.9852 0.0817 -0.9171
42 H 3.2398 2.2633 -0.8390
43 H 3.5405 1.3693 -2.3244
44 H 3.3571 0.4949 -0.7981
45 H 1.0025 1.3750 -0.6224
46 H 1.4199 2.3994 -3.4450
47 H 1.2565 3.3995 -1.9766
48 H -0.1029 2.4300 -2.5218
49 H 2.7417 -0.3575 -3.4016
50 H 1.8797 -2.4124 -4.4664
51 H -0.3971 -3.2081 -3.9011
52 H -2.3303 -3.0291 -2.8743
53 H -2.4422 -1.7839 -0.0882
54 H -1.6640 -3.3415 -0.4785
55 H -3.4051 -3.1206 -0.7044
56 H -3.2113 -0.2368 -1.9944
57 H -4.2636 -1.5541 -2.5239
58 H -3.1245 -0.8084 -3.6593

---

This record from the Open Molecules 2025 dataset describes a molecular structure, C18H33As2N4OS10Si3Tc. The level of theory is ωB97M-V with the def2-TZVPD basis set.

LUMO (spin up / spin down)	0.47 / 1.73	eV
energy above the lowest of the compared OMol25 structures with the same formula, charge and spin	14.5	kcal per mole
net charge	-1
energy	-10403.0313	Ha
frontier orbital gap (spin up / spin down)	5.0 / 6.3	eV
spin multiplicity	2

CARTESIAN COORDINATES (ANGSTROEM)
1 Tc -0.8190 0.7160 0.4455
2 N -2.0325 4.4553 1.1009
3 C -3.1815 3.9133 0.6021
4 N -3.3755 2.6454 0.4160
5 C -4.6439 2.4193 -0.0891
6 C -5.3814 3.5276 -0.3441
7 S -4.5000 4.9377 0.1013
8 C -5.1376 1.0424 -0.2319
9 C -6.3183 0.6658 -0.7880
10 S -6.5193 -1.0427 -0.6274
11 C -4.9724 -1.1108 0.1813
12 N -4.3832 0.0305 0.2985
13 N -4.4235 -2.2769 0.6267
14 H -1.4749 3.7886 1.6321
15 H -2.1354 5.3480 1.5540
16 H -6.3926 3.5893 -0.7071
17 H -7.0679 1.2707 -1.2684
18 H -5.0057 -3.0919 0.6689
19 H -3.7469 -2.1491 1.3700
20 S -0.1392 0.1209 5.3317
21 As -1.3256 0.7850 3.7441
22 S -1.5417 -0.7559 2.0668
23 S -0.1355 2.0213 2.2453
24 S -3.1465 1.7104 4.1388
25 O -1.6364 1.7609 -6.3379
26 C -1.5117 1.5877 -5.1566
27 S -2.0244 0.1076 -4.3217
28 C -1.5051 0.5815 -2.7178
29 C -0.9222 1.8197 -2.5973
30 S -0.3849 2.4282 -1.1069
31 S -0.7832 2.7736 -4.0584
32 S -1.7600 -0.4460 -1.3915
33 C 1.0934 -2.1862 -2.8127
34 Si 1.1912 -2.5209 -0.9735
35 C -0.2828 -3.4714 -0.3175
36 C 2.7039 -3.6089 -0.7395
37 As 1.3948 -0.4942 0.2612
38 Si 2.4387 -1.1795 2.3245
39 C 1.3709 -2.4308 3.1936
40 C 4.0611 -2.0805 1.9755
41 C 2.8770 0.3448 3.2990
42 Si 2.9933 0.8687 -0.8601
43 C 2.5634 1.1918 -2.6568
44 C 4.6770 0.0361 -0.8817
45 C 3.1015 2.4707 0.0919
46 H 0.8277 -3.1189 -3.3191
47 H 2.0663 -1.8679 -3.1954
48 H 0.3494 -1.4375 -3.0794
49 H -0.1041 -4.5438 -0.4373
50 H -1.2021 -3.2105 -0.8397
51 H -0.4390 -3.2632 0.7434
52 H 2.6373 -4.4066 -1.4860
53 H 2.7233 -4.0776 0.2439
54 H 3.6481 -3.0841 -0.8912
55 H 0.9739 -3.1770 2.5023
56 H 0.5492 -1.9642 3.7334
57 H 2.0125 -2.9440 3.9183
58 H 3.9009 -3.1500 1.8460
59 H 4.6661 -1.9500 2.8789
60 H 4.6456 -1.7191 1.1322
61 H 2.1006 1.1071 3.2656
62 H 3.8212 0.7609 2.9363
63 H 2.9974 0.0562 4.3462
64 H 1.9949 0.3876 -3.1240
65 H 3.5007 1.3065 -3.2097
66 H 1.9924 2.1113 -2.7645
67 H 4.6533 -0.9079 -1.4316
68 H 5.0911 -0.1444 0.1091
69 H 5.3625 0.7067 -1.4090
70 H 2.1092 2.8849 0.2774
71 H 3.6761 3.1991 -0.4874
72 H 3.5903 2.3333 1.0577